# 1
{"formula": "C4H11NO6P2", "method": "wB97M-V/def2-TZVPD", "total_charge": -2, "homo_energy_ev": [0.200, 0.553], "symbols": ["P", "P", "O", "O", "O", "O", "O", "O", "N", "C", "C", "C", "C", "H", "H", "H", "H", "H", "H", "H", "H", "H", "H", "H"], "positions_angstrom": [[-2.228378, -1.147701, -0.010118], [1.167431, -1.469591, 0.490366], [0.996361, -0.844322, 1.825631], [-1.957823, -2.803402, -0.419449], [-3.443586, -0.731745, -0.721745], [2.815909, -1.387957, 0.149488], [0.688378, -2.943713, 0.258467], [0.337263, -1.515583, -2.076058], [-0.280944, 1.552710, 0.560372], [0.991912, 0.696634, -1.437037], [0.872430, 1.687697, -0.294004], [0.410268, -0.658740, -0.988074], [-2.478019, -1.104889, 1.713384], [-2.744494, -0.059154, 2.072839], [0.309279, 1.197132, -2.355247], [-1.463129, -1.291452, 2.174730], [-0.037446, -2.371821, -1.627893], [-1.069233, 1.590429, -0.036368], [-1.136203, -2.766487, 0.123367], [2.119324, 0.560666, -1.850738], [1.778309, 1.544375, 0.297153], [-0.288667, 0.669912, 0.948226], [2.700273, -1.116257, -0.757448], [1.014081, 2.724966, -0.719912]], "forces_ev_per_a": [[-0.5, -2.3, 0.9], [-0.6, -2.9, -0.5], [-0.1, 0.3, -0.1], [0.4, 2.9, 0.8], [-0.8, 1.3, -1.9], [-0.8, 0.0, 0.3], [0.8, 2.2, 0.6], [-0.7, -2.3, 0.8], [0.7, 3.2, -0.9], [-1.3, 0.0, -2.4], [1.9, 0.9, 0.0], [-0.3, 0.8, 0.3], [1.9, 1.1, 0.7], [0.1, -1.0, -0.6], [1.8, -1.7, 1.9], [-0.9, -0.1, -0.1], [1.0, 1.7, -1.2], [-1.2, 0.0, -0.5], [0.8, -1.7, -0.2], [-2.3, 0.5, 0.8], [-0.1, 0.0, 0.5], [0.1, -2.3, 1.4], [0.8, 0.0, -0.9], [-0.5, -0.7, 0.5]], "mulliken_charge": [0.941, 0.989, -0.763, -0.600, -0.784, -0.591, -0.894, -0.563, -0.688, -0.125, -0.803, -0.632, -0.867, 0.163, 0.262, 0.294, 0.473, 0.340, 0.345, 0.176, 0.327, 0.313, 0.326, 0.360]}

=====

# 2
{"formula": "C4H11NOS", "method": "wB97M-V/def2-TZVPD", "smiles": "CC(N)=O.CSC", "homo_energy_ev": -8.753, "symbols": ["S", "O", "N", "C", "C", "C", "C", "H", "H", "H", "H", "H", "H", "H", "H", "H", "H", "H"], "positions_angstrom": [[-2.474922, 0.574564, -1.578947], [3.032542, 0.638686, 2.599192], [3.027083, -0.731794, 0.793741], [1.480693, 1.185322, 0.928301], [-3.493120, -0.175263, -0.229172], [2.527305, 0.296533, 1.549720], [-1.010802, -0.577472, -1.818730], [0.516874, 0.696669, 1.179852], [-0.418630, -0.455817, -0.917800], [1.630360, 2.173566, 1.343981], [-2.979794, -0.626306, 0.607085], [-3.931421, 0.801986, 0.040720], [1.464581, 1.157441, -0.147947], [2.787742, -0.941709, -0.157267], [3.887969, -1.182004, 1.062862], [-4.259306, -0.854940, -0.602279], [-1.213345, -1.636600, -1.868014], [-0.573811, -0.342862, -2.785298]], "forces_ev_per_a": [[0.8, -1.6, 0.0], [-0.1, -0.7, 0.3], [0.2, -0.6, 0.0], [-1.0, -1.6, 0.2], [-0.1, 1.3, -1.0], [1.4, 1.2, -0.8], [-1.1, 0.4, 0.5], [0.1, 0.8, 0.3], [0.7, 0.3, -0.4], [-0.4, 0.0, 0.0], [0.4, 0.1, 0.1], [-0.4, -0.8, 0.6], [0.4, 0.3, -0.5], [-0.5, 0.4, 0.0], [-0.1, 0.2, 0.5], [0.1, 0.1, -0.1], [-0.8, -0.3, 0.0], [0.4, 0.5, 0.3]], "mulliken_charge": [-0.071, -0.598, -0.376, -0.811, -0.785, 0.613, -0.604, 0.153, -0.029, 0.285, 0.305, 0.242, 0.332, 0.190, 0.222, 0.282, 0.357, 0.293]}

=====

# 3
{"formula": "C4H11NOS", "method": "wB97M-V/def2-TZVPD", "smiles": "OCNCCCS", "homo_energy_ev": -8.803, "symbols": ["S", "O", "N", "C", "C", "C", "C", "H", "H", "H", "H", "H", "H", "H", "H", "H", "H", "H"], "positions_angstrom": [[-1.403901, -1.700355, -1.862445], [2.735538, 1.545744, -0.545062], [1.099447, -0.041548, 0.347459], [-0.056403, 0.729651, 0.660544], [-1.818816, -1.069967, -0.032979], [-1.554495, 0.375720, 0.131035], [2.462338, 0.413790, 0.344358], [3.201139, -0.423972, -0.077699], [-0.038744, 0.831922, 1.681444], [2.091962, 1.638188, -1.267170], [1.075129, -0.850564, -0.282196], [-1.190468, -1.731065, 0.679424], [-2.314559, 0.832538, 0.795802], [2.791582, 0.592685, 1.448758], [-2.607650, -2.583740, -1.767949], [-2.888540, -1.372776, 0.142569], [-0.006227, 1.813188, 0.416112], [-1.577340, 1.000562, -0.812002]], "forces_ev_per_a": [[-3.0, -1.2, 2.2], [0.0, 0.0, 1.1], [1.4, -2.4, -2.1], [-1.7, 1.8, -1.0], [0.2, -2.9, -0.5], [2.2, 1.9, -0.4], [1.3, -0.6, -0.1], [-2.0, 1.3, 1.2], [-0.6, -0.2, 3.0], [0.1, -0.6, 0.6], [-1.0, 0.8, 0.3], [-0.9, 1.2, -1.2], [0.7, -0.2, 0.0], [-0.3, 0.6, -2.1], [2.4, 1.5, -0.6], [1.1, 0.5, -0.3], [0.6, -0.5, -0.7], [-0.5, -1.2, 0.7]], "mulliken_charge": [-0.255, -0.524, -0.181, -0.672, -0.689, -0.570, -0.390, 0.242, 0.410, 0.296, 0.246, 0.319, 0.259, 0.262, 0.152, 0.438, 0.355, 0.303]}

=====

Record order is preserved below.
F_max: 3.36, 2.00, 3.85 eV/Å
Record order is preserved below.
Relative energy (zero: lowest compared OMol25 entry of this formula, charge and spin): 0.0, 89.7, 298.1 kJ/mol